# 1
Here is C6H10O as an isolated structure from the OMol25 dataset. Energies are from wB97M-V/def2-TZVPD.

Electronic energy in Ha: -309.679856
Orbital gap in eV: 10.410
E_HOMO in eV: -9.55
E_LUMO in eV: 0.862

Geometry as XYZ:
```
17
Properties=species:S:1:pos:R:3:forces:R:3:nbo_charge:R:1
C 1.68888 -0.44476 -0.40646 2.53 0.53 0.30 -0.5697
C 0.70852 0.25746 0.46864 0.66 0.42 -0.51 -0.2592
C 0.10760 1.37338 -0.39240 1.34 2.08 0.40 -0.4317
C -1.33592 0.75940 -0.02264 0.22 1.31 0.53 0.1265
O -1.85426 -0.29086 -0.88041 0.64 0.70 -0.25 -0.5252
C -1.34399 -1.31705 -0.00278 0.10 -0.17 -0.04 -0.0575
C -0.68292 -0.28571 0.89502 0.25 0.11 0.01 -0.2816
H 2.21706 -1.18250 0.14047 0.67 -0.99 0.68 0.1940
H 2.76964 0.48086 -0.49290 -3.59 -2.84 -0.84 0.1939
H 1.17162 -1.05407 -1.22123 1.17 1.70 0.16 0.2228
H 1.24903 0.67556 1.33084 -0.36 -0.18 -0.17 0.2091
H 0.87381 2.40250 -0.09799 -3.49 -2.07 -0.45 0.2109
H 0.25952 1.39265 -1.47655 0.16 -0.75 0.15 0.2178
H -2.10527 1.46344 0.24950 -0.42 0.07 0.21 0.1818
H -0.68326 -2.01320 -0.52639 -0.04 -0.02 0.01 0.1710
H -2.15484 -1.88025 0.47066 0.02 0.09 -0.09 0.1784
H -0.88525 -0.33684 1.96462 0.13 -0.01 -0.12 0.2187
```
Positions in Å, forces in eV/Å.

***

# 2
Here is one molecule with the formula C6H10O from the OMol25 dataset. Energies are from wB97M-V/def2-TZVPD.

Electronic energy in Ha: -309.796074
Structure (SMILES): C[C@]12CC[C@H]1CO2
Orbital gap in eV: 10.460
E_HOMO in eV: -9.37
E_LUMO in eV: 1.091

Geometry as XYZ:
```
17
Properties=species:S:1:pos:R:3:forces:R:3:nbo_charge:R:1
C 1.86508 0.32596 -0.68244 -0.01 0.01 0.00 -0.6292
C 0.56956 0.16454 0.06575 0.28 -0.15 -0.20 0.2848
C 0.14248 -1.25213 0.53335 0.09 -0.10 0.11 -0.4377
C -1.21057 -1.07795 -0.20598 -0.14 -0.07 -0.04 -0.3985
C -0.85873 0.39179 -0.48892 -0.07 0.09 -0.14 -0.2757
C -0.98991 1.33167 0.71829 -0.33 0.12 0.02 -0.0595
O 0.38650 1.14905 1.09716 0.11 0.05 0.11 -0.5348
H 2.70590 0.23424 0.01491 -0.11 0.00 -0.08 0.2232
H 1.97025 -0.45104 -1.44768 -0.04 0.11 0.10 0.2124
H 1.92296 1.30714 -1.16428 -0.03 -0.12 0.09 0.2177
H 0.76668 -2.07868 0.18097 -0.08 0.13 0.03 0.2082
H 0.06674 -1.30289 1.62284 0.01 -0.01 -0.14 0.2208
H -2.12370 -1.26408 0.36875 0.13 0.04 -0.07 0.2041
H -1.25459 -1.66610 -1.12753 0.00 0.07 0.14 0.2080
H -1.07355 0.81714 -1.47198 0.05 -0.07 0.14 0.2090
H -1.68372 0.98913 1.49898 0.10 0.04 -0.10 0.1677
H -1.20136 2.38221 0.48779 0.04 -0.15 0.02 0.1798
```
Positions in Å, forces in eV/Å.

***

# 3
Here is C6H10O as an isolated structure from the OMol25 dataset. Energies are from wB97M-V/def2-TZVPD.

Electronic energy in Ha: -309.580670
Orbital gap (spin up / spin down) in eV: 7.370 / 7.368
E_HOMO (spin up / spin down) in eV: -7.20 / -7.20
E_LUMO (spin up / spin down) in eV: 0.167 / 0.165

Geometry as XYZ:
```
17
Properties=species:S:1:pos:R:3:forces:R:3:nbo_charge:R:1
C -2.11219 1.28518 -0.62060 -0.15 0.08 -0.04 -0.6891
C -0.95420 0.53972 -0.08961 -0.21 -0.36 -0.02 0.4578
O -0.85938 0.14067 1.16230 -0.03 0.32 -0.01 -0.4063
C 0.58877 -0.00007 1.05204 0.73 0.14 0.40 0.1487
C 0.95617 -1.47812 1.01325 -0.04 -0.16 0.00 -0.4997
C 0.64126 -1.39328 -0.46782 0.00 -0.56 -0.31 -0.3481
C 0.32927 0.15356 -0.54139 -0.04 0.18 -0.27 -0.3783
H -3.00897 0.66405 -0.53228 0.01 0.07 0.03 0.2447
H -2.29325 2.21154 -0.07132 0.04 -0.05 0.05 0.2474
H -1.97249 1.52964 -1.67503 0.10 -0.08 0.13 0.2391
H 2.22354 1.86306 0.08800 -0.08 -1.58 2.94 -0.2230
H 1.96683 1.14189 1.09219 -0.02 2.05 -3.07 0.0694
H 0.32977 -2.13738 1.61049 -0.06 0.04 -0.04 0.2215
H 2.00969 -1.66839 1.23821 -0.22 0.14 0.02 0.2199
H 1.51141 -1.54714 -1.09794 -0.03 -0.13 -0.04 0.2285
H -0.19628 -1.98305 -0.81989 0.01 -0.19 -0.08 0.2142
H 0.84007 0.67812 -1.34059 -0.02 0.08 0.29 0.2533
```
Positions in Å, forces in eV/Å.

***

Table of energy above the lowest of the compared OMol25 structures with the same formula, charge and spin (kcal per mole), in record order: 102.0 29.1 164.2
Table of maximum force (hartree/bohr), in record order: 0.09050 0.00720 0.07173
Table of molar mass (g mol⁻¹), in record order: 98.145 98.145 98.145